Formula: C7H16BrNO3S
Source: OMol25
Level of theory: ωB97M-V/def2-TZVPD

The value obtained for the total energy is -3528.78004 Ha. The energy relative to the best compared isomer or geometry (same formula, charge and spin) is 160.29 kJ/mol. As for the molar mass: 274.18 g/mol. The value obtained for the highest occupied orbital energy (spin up / spin down) is -9.40 / -9.08 eV.

CARTESIAN COORDINATES (ANGSTROEM)
C1 3.239 1.213 0.562
C2 2.063 -1.682 -1.890
C3 -4.434 -0.475 2.194
C4 3.285 -0.052 -0.395
C5 0.709 -0.452 0.020
C6 -0.023 0.901 -0.245
C7 1.893 -0.458 -0.967
N1 -4.045 -0.956 0.949
O1 -3.532 2.006 0.607
O2 -2.634 0.930 -1.411
O3 -1.135 1.227 0.653
S1 -2.647 1.004 0.030
Br1 -5.185 -1.014 -0.438
H1 4.201 1.237 0.914
H2 2.428 1.096 1.381
H3 2.978 2.206 -0.017
H4 1.258 -2.376 -1.801
H5 2.259 -1.388 -2.901
H6 2.863 -2.300 -1.550
H7 -4.759 0.560 2.148
H8 -5.337 -1.139 2.595
H9 -3.508 -0.579 2.699
H10 3.854 0.128 -1.201
H11 3.612 -0.865 0.344
H12 0.973 -0.437 1.087
H13 0.089 -1.304 -0.137
H14 0.490 1.896 -0.208
H15 -0.495 0.890 -1.196
H16 1.538 0.186 -1.827